This record from the Open Molecules 2025 dataset describes an isolated molecule of C15H16FN3O. The level of theory is the ωB97M-V functional and the def2-TZVPD basis.

Results
Kohn-Sham gap ... 8.24 eV
DFT total energy ... -920.4598 a.u.
LUMO ... -0.50 eV
Structure (SMILES) ... C#Cc1cnc2c(NCCC)cc(COC)c(F)c2n1

Structure (ORCA input):
```
! wB97M-V def2-TZVPD RIJCOSX def2/J DEFGRID3
* xyz 0 1
C 3.5160 -4.0501 2.4031
C 2.9026 -3.4689 1.5554
C 2.2087 -2.4924 0.7676
C 2.9727 -1.6057 -0.0309
N 2.4434 -0.6524 -0.7383
C 1.0881 -0.5527 -0.6736
C 0.4282 0.4729 -1.3982
N 1.1660 1.4428 -2.1459
C 1.8554 2.4649 -1.3284
C 0.9698 3.0419 -0.2348
C 1.0425 2.3046 1.1179
C -0.9279 0.5372 -1.3683
C -1.7216 -0.3570 -0.6095
C -3.2117 -0.1314 -0.6457
O -3.9870 -1.2472 -0.2952
C -4.6868 -1.1002 0.9230
C -1.0804 -1.3146 0.1064
F -1.7439 -2.1680 0.8892
C 0.3281 -1.4496 0.0919
N 0.9039 -2.4346 0.8243
H 4.0598 -4.5642 3.1528
H 4.0470 -1.7229 -0.0501
H 1.8410 0.9607 -2.7233
H 2.1252 3.2726 -2.0066
H 2.7858 2.0608 -0.9247
H 1.2832 4.0697 -0.0745
H -0.0591 3.0515 -0.5814
H 1.0899 2.9939 1.9539
H 0.1433 1.7037 1.2595
H 1.8769 1.6110 1.1547
H -1.3962 1.3119 -1.9572
H -3.4276 0.7256 -0.0015
H -3.4862 0.1739 -1.6564
H -5.3525 -1.9511 1.0168
H -5.2849 -0.1878 0.9258
H -3.9998 -1.0911 1.7711
*
```